Entry 1:
DFT (ωB97M-V with the def2-TZVPD basis set) results for a cluster of 29 separate species, C23H84BClF14I3N2O33 in total.

The value obtained for the HOMO-LUMO gap is 5.569 eV. For the LUMO energy, the calculation gives 0.0319 hartree. As for the HOMO energy: -4.7 eV.

The geometry in ORCA input format:
```
! RIJCOSX wB97M-V def2-TZVPD def2/J DEFGRID3
* xyz -1 1
I 0.31 -6.00 -1.93
I -3.20 -1.48 -2.33
I 0.04 -4.93 -5.13
Cl 3.68 -4.07 0.82
F -3.84 -2.46 4.34
F -2.74 0.19 4.50
F 1.65 5.58 0.02
F -0.52 6.03 0.57
F -0.46 2.76 -3.85
F -0.38 5.40 -2.06
F -1.30 -0.46 6.18
F -2.09 -3.37 5.53
F 0.35 4.05 1.35
F 1.79 2.84 -0.82
F -3.53 -1.92 6.56
F 1.63 4.14 -2.69
F -1.47 3.73 -0.75
F 1.35 1.40 -3.33
O 5.93 -6.16 2.44
O 2.33 -0.45 4.74
O 3.83 -8.93 -1.11
O 0.94 0.20 7.85
O 2.64 2.86 8.95
O 2.27 0.43 -7.60
O 3.61 -5.13 -2.93
O 0.50 -4.46 1.16
O 6.71 1.18 0.15
O 2.98 2.22 5.14
O -1.94 5.98 -4.89
O -0.17 1.91 -8.57
O 0.60 10.94 -6.20
O 2.24 3.03 -5.81
O -0.14 3.22 7.21
O -1.58 -4.20 0.24
O 4.66 3.63 1.25
O -3.03 -4.40 -3.75
O 4.41 2.34 -3.14
O -0.31 -1.75 -1.15
O 5.18 -3.78 -1.57
O -7.03 -3.12 4.54
O -2.09 3.18 -6.13
O -2.50 -4.99 -7.07
O 3.89 -7.46 1.54
O -7.29 -1.34 2.10
O 2.43 5.52 3.58
O -4.70 2.55 -1.51
O -2.08 -5.88 3.33
O -7.79 -5.45 5.97
O -1.64 9.11 -5.89
O 4.77 5.73 5.42
O -8.76 0.88 3.56
N 3.95 -0.19 0.13
N 2.79 -4.02 -0.69
C -0.37 -0.95 1.37
C 0.39 4.97 0.22
C 3.98 -0.88 -1.00
C 0.72 -3.41 -3.63
C 0.05 -3.86 -2.26
C -0.23 4.29 -1.13
C -3.30 0.21 0.26
C 2.65 -1.56 -1.66
C 2.04 -2.75 -0.77
C 0.23 2.12 -2.73
C -0.19 -3.94 0.22
C -0.43 0.60 -0.57
C -1.94 -0.90 4.95
C -2.51 -1.08 -0.26
C -4.90 -0.07 0.01
C 0.25 -2.01 -4.26
C -0.71 1.03 -2.06
C -2.85 -2.18 5.32
C -0.87 -0.94 -0.16
C 0.83 3.29 -1.80
C -1.36 -1.65 2.45
C 0.41 -2.94 -0.93
C -0.73 -1.27 3.92
B 3.80 -4.31 -1.73
H 2.08 5.10 2.78
H 4.00 -6.51 1.44
H 6.14 1.87 0.53
H 0.33 2.73 -8.68
H -4.13 3.33 -1.53
H -0.84 1.37 0.20
H -1.95 -5.68 -7.48
H 2.74 3.85 -5.93
H -1.39 -2.79 2.41
H 4.01 5.66 4.82
H 4.94 0.12 0.29
H -2.19 9.80 -5.49
H 2.13 -2.33 0.31
H 1.51 0.38 -8.20
H 0.18 0.14 7.26
H 0.64 -1.49 1.54
H 4.54 -7.71 2.21
H -1.44 -5.39 2.79
H 0.91 1.11 8.18
H 4.98 3.12 -3.16
H -0.74 0.14 -2.80
H 1.65 5.65 4.13
H 2.86 2.36 8.14
H 2.63 -1.34 4.97
H -5.21 0.41 -0.99
H 2.90 3.17 5.04
H -1.79 1.46 -2.11
H -2.64 -5.20 3.71
H 7.35 1.68 -0.37
H 0.72 0.60 -0.37
H 2.78 -1.79 -2.78
H -1.28 5.75 -4.23
H -3.20 0.44 1.38
H -5.12 -1.19 0.03
H -6.09 -2.96 4.43
H 0.53 11.68 -5.57
H 6.17 -6.63 1.63
H 1.91 -0.66 -1.65
H 6.77 -6.04 2.90
H 4.53 -5.45 -3.15
H -0.04 4.03 7.72
H 0.79 -1.18 -3.68
H -0.19 0.11 1.82
H 5.33 -3.06 -2.24
H 2.23 1.34 -7.26
H -8.70 -5.16 5.79
H 3.52 2.70 -3.11
H 2.78 1.87 4.26
H 0.66 -1.96 -5.34
H -0.85 2.14 -7.93
H -1.09 -3.72 -2.38
H 3.63 -8.50 -0.26
H 4.12 -9.81 -0.86
H -3.08 1.18 -0.31
H -1.09 3.04 7.26
H -5.56 0.44 0.81
H -0.20 -2.21 4.36
H 0.05 -0.44 3.88
H -2.60 -4.33 -7.76
H -0.88 -1.87 -4.34
H -3.81 -4.27 -3.20
H -7.98 0.39 3.85
H -8.24 -1.50 2.08
H -1.98 4.14 -6.24
H -2.42 -1.23 2.46
H 4.72 6.63 5.75
H -1.01 9.60 -6.43
H -2.91 -1.99 0.30
H 1.85 -3.46 -3.72
H -5.60 2.92 -1.47
H -1.83 6.94 -5.01
H 1.56 3.27 -5.17
H -7.09 -3.64 5.36
H -3.38 -4.81 -4.56
H 4.97 -0.99 -1.58
H -1.43 2.95 -5.46
H 2.15 -0.04 5.59
H -7.02 -1.61 2.99
H 3.92 3.57 0.64
H 1.38 10.46 -5.90
H -8.81 1.61 4.19
H 4.61 4.53 1.59
H -7.69 -6.25 5.43
H 3.49 2.98 9.38
*
```



Entry 2:
DFT (ωB97M-V with the def2-TZVPD basis set) results for a cluster of 5 separate species, C24H11O17 in total.

The value obtained for the HOMO-LUMO gap is 2.008 eV. For the LUMO energy, the calculation gives 0.4834 hartree. As for the HOMO energy: 11.1 eV.

The geometry in ORCA input format:
```
! RIJCOSX wB97M-V def2-TZVPD def2/J DEFGRID3
* xyz -7 1
O -5.77 -1.62 0.24
O 3.72 0.21 -1.92
O -2.26 0.88 1.92
O 3.35 2.61 -3.32
O -1.24 -4.37 -2.86
O -0.52 -1.08 1.65
O 2.39 -3.56 1.10
O 5.21 0.49 0.80
O 3.20 -4.23 -1.61
O -7.58 0.57 0.88
O 0.74 1.33 1.44
O -3.89 3.09 2.10
O -1.98 -3.61 -0.24
O -0.89 -0.10 -1.58
O 1.23 4.11 1.64
O 5.44 3.22 -0.15
O -0.81 2.84 -1.24
C -5.42 -0.57 0.86
C -3.50 0.72 1.72
C -4.42 2.00 1.89
C -4.06 -0.51 1.25
C 3.06 0.87 1.31
C -0.37 -4.29 -1.94
C 0.96 -4.56 -2.17
C 0.11 2.15 -1.78
C -0.77 -3.83 -0.54
C -6.31 0.62 1.06
C 2.01 -4.23 -1.26
C 1.92 1.75 1.35
C 4.32 1.36 0.96
C 2.55 0.57 -2.13
C 1.26 2.83 -2.19
C 0.16 -3.74 0.49
C -5.83 1.83 1.56
C 1.56 -3.86 0.23
C 3.47 3.75 0.84
C 4.48 2.83 0.57
C 2.16 3.36 1.35
C 2.42 2.13 -2.65
C 0.13 0.66 -1.65
C 1.34 -0.09 -1.71
H -6.48 2.67 1.76
H 2.81 -0.17 1.45
H -1.28 -0.40 1.86
H -0.82 -1.74 0.98
H -0.12 -3.58 1.52
H 1.31 -1.17 -1.74
H 0.26 -0.53 1.25
H 1.27 -4.88 -3.15
H -3.48 -1.42 1.16
H 3.63 4.80 0.62
H 1.34 3.90 -2.01
*
```



Entry 3:
DFT (ωB97M-V with the def2-TZVPD basis set) results for the molecule C24H13Cl3N6O.

As for the structure (SMILES): N#CC(C#N)=CNc1ccc2ncnc(Nc3ccc(Oc4ccc(Cl)c(Cl)c4)c(Cl)c3)c2c1. The value obtained for the HOMO-LUMO gap is 7.452 eV. For the LUMO energy, the calculation gives -0.0316 hartree. As for the HOMO energy: -8.3 eV.

The geometry in ORCA input format:
```
! RIJCOSX wB97M-V def2-TZVPD def2/J DEFGRID3
* xyz 0 1
Cl -1.60 -0.41 -3.95
Cl -0.93 2.82 -8.57
Cl 1.54 2.14 -7.09
O -0.91 2.38 -2.60
N -1.17 -0.49 3.66
N -4.31 0.27 7.28
N -3.21 2.53 3.60
N 3.74 -3.03 3.06
N 3.37 -2.96 0.62
N 1.57 -2.07 -0.49
C 0.11 2.43 -6.10
C -3.22 1.57 4.23
C -3.09 0.36 4.99
C 1.78 -1.99 2.04
C -0.57 0.03 -2.59
C 0.78 -1.65 4.66
C 4.11 -3.24 1.73
C 0.69 1.56 -1.09
C 0.07 -1.06 -2.00
C -2.22 2.86 -6.16
C 2.49 -2.44 3.23
C -1.01 2.79 -6.78
C -0.98 2.51 -4.02
C 1.95 -2.35 4.51
C 0.99 -0.89 -0.92
C -2.22 2.70 -4.70
C -3.73 0.33 6.29
C 2.21 -2.28 0.77
C -0.40 1.31 -2.06
C -2.08 -0.51 4.73
C 0.65 -1.23 2.29
C 0.14 2.20 -4.75
C 0.05 -1.07 3.53
C 1.29 0.47 -0.48
H 1.97 -2.66 -1.12
H 1.05 2.09 -4.29
H 0.06 -0.91 1.44
H -3.07 3.11 -6.87
H 5.16 -3.60 1.51
H -1.92 -1.15 5.55
H 0.37 -1.65 5.59
H 0.83 2.65 -0.88
H 0.06 -2.07 -2.41
H 2.41 -2.85 5.40
H -3.12 2.77 -4.06
H -1.67 0.01 2.91
H 1.97 0.63 0.32
*
```



Entry 4:
DFT (ωB97M-V with the def2-TZVPD basis set) results for a structure of composition C24H14N4O4Pt.

The value obtained for the HOMO-LUMO gap (spin up / spin down) is 6.284 / 6.283 eV. For the LUMO energy (spin up / spin down), the calculation gives -0.0628 / -0.0629 hartree. As for the HOMO energy (spin up / spin down): -8.0 / -8.0 eV.

The geometry in ORCA input format:
```
! RIJCOSX wB97M-V def2-TZVPD def2/J DEFGRID3
* xyz 0 1
Pt -0.05 -0.26 0.11
O 5.60 -0.22 3.86
O 6.42 -1.10 1.95
O 0.97 -2.32 1.51
O -3.19 -2.45 -0.28
N 1.20 -0.64 -1.69
N -0.35 1.02 1.90
N 1.90 0.32 0.68
N -1.05 -2.08 0.50
C 1.62 -1.76 -3.75
C -1.99 -4.12 1.03
C 4.26 -0.16 1.92
C 0.78 1.06 2.64
C -1.51 1.34 2.45
C -1.63 1.70 3.78
C -0.13 -2.78 1.23
C -2.80 -5.22 1.17
C 3.24 0.43 2.63
C 3.40 -1.42 -2.19
C 2.02 0.64 1.97
C 0.78 -1.11 -2.86
C 5.63 -0.55 2.69
C 0.74 1.43 3.98
C -2.30 -6.30 1.90
C -1.03 -6.28 2.45
C -0.21 -5.16 2.30
C -0.48 1.75 4.56
C -0.71 -4.09 1.59
C 2.96 -1.92 -3.40
C 4.11 -0.50 0.59
C -2.21 -2.81 0.33
C 2.50 -0.78 -1.34
C 2.88 -0.28 -0.01
H 0.78 -5.13 2.73
H 1.25 -2.12 -4.69
H 4.93 -1.00 0.08
H -0.26 -0.96 -3.09
H 3.38 0.66 3.67
H -2.59 1.96 4.19
H 4.44 -1.52 -1.91
H -2.38 1.30 1.80
H -2.91 -7.18 2.03
H 1.64 1.46 4.57
H -3.80 -5.25 0.75
H 3.64 -2.42 -4.07
H -0.66 -7.13 3.00
H -0.53 2.03 5.60
*
```



What is the formula in the fourth record?
C24H14N4O4Pt